[1]
Here is C10H8BaClN2O2S as an isolated structure in a non-equilibrium geometry from OMol25. Energies are from ωB97M-V with the def2-TZVPD basis set.

Geometry as XYZ:
```
25
Properties=species:S:1:pos:R:3:mulliken_charge:R:1
Ba 0.000 0.000 0.000 1.48
O 2.024 1.054 1.791 -0.70
N 1.539 2.341 0.988 0.09
C 1.615 3.337 1.960 -0.21
C 1.314 4.620 1.772 -0.48
C 0.880 5.093 0.506 -0.09
C 0.751 4.265 -0.530 -0.62
C 1.033 2.737 -0.531 0.07
S 0.611 2.178 -2.359 -0.42
H 1.947 3.028 2.950 0.35
H 1.404 5.323 2.591 0.32
H 0.656 6.148 0.402 0.33
H 0.416 4.688 -1.471 0.30
O -2.091 0.161 0.822 -1.35
Cl -0.598 -6.288 0.468 -0.22
C 0.135 -5.037 -0.451 0.25
C 0.937 -5.340 -1.545 -0.21
C 1.518 -4.300 -2.270 -0.47
C 1.270 -2.996 -1.867 -0.32
N 0.495 -2.672 -0.808 -0.27
C -0.056 -3.704 -0.122 -0.33
H 1.113 -6.371 -1.836 0.39
H 2.149 -4.502 -3.128 0.34
H 1.700 -2.154 -2.401 0.38
H -0.674 -3.414 0.723 0.40
```

- Kohn-Sham gap: 4.253 eV
- Net charge: -1
- Spin multiplicity: 1

***

[2]
Here is a 2-piece molecular cluster, C10H8BrF3N2O6PS2 overall in a non-equilibrium geometry from OMol25. Energies are from ωB97M-V with the def2-TZVPD basis set.

Geometry as XYZ:
```
33
Properties=species:S:1:pos:R:3:nbo_charge:R:1
O 3.086 2.946 -0.031 -1.08
P 2.830 1.490 -0.471 1.45
C 1.004 0.958 -0.276 -0.43
C 0.016 1.871 0.503 -0.12
C -1.473 1.388 0.592 -0.17
C -1.910 0.058 -0.069 -0.19
C -0.909 -0.879 -0.876 0.10
N -1.474 -2.079 -1.431 -0.36
C -0.436 -2.754 -2.136 0.13
Br -1.003 -4.443 -3.062 0.05
C 1.050 -2.325 -2.289 0.12
C 2.136 -3.166 -3.147 -0.65
S 2.485 -2.096 -4.652 1.85
O 1.305 -2.198 -5.605 -0.92
O 3.750 -2.489 -5.373 -0.91
N 1.558 -1.138 -1.674 -0.44
C 0.559 -0.397 -0.960 0.22
H 3.626 0.640 0.394 -0.06
H 3.238 1.217 -1.832 -0.06
H 0.362 2.863 0.963 0.27
H -2.242 2.024 1.147 0.30
H -3.004 -0.289 0.035 0.25
H 3.136 -3.228 -2.568 0.27
H 1.785 -4.215 -3.415 0.30
H 2.589 -0.751 -4.235 0.06
C -2.837 2.758 5.661 0.69
F -2.155 3.884 5.332 -0.34
F -2.376 2.385 6.881 -0.33
F -4.124 3.145 5.852 -0.34
S -2.669 1.413 4.385 2.32
O -1.240 1.128 4.312 -0.99
O -3.209 1.983 3.149 -1.02
O -3.455 0.296 4.896 -0.98
```

- Kohn-Sham gap: 6.350 eV
- Net charge: -1
- Spin multiplicity: 1

***

[3]
Here is a 2-piece molecular cluster, C10H8Cl2N2 overall in a non-equilibrium geometry from OMol25. Energies are from ωB97M-V with the def2-TZVPD basis set.

Geometry as XYZ:
```
22
Properties=species:S:1:pos:R:3:nbo_charge:R:1
C -0.372 0.496 -2.356 -0.15
C -1.209 -0.437 -1.771 -0.21
C 0.063 1.595 -1.660 -0.23
C -1.837 -0.102 -0.586 -0.08
C -0.482 1.824 -0.395 -0.12
C 1.961 -0.984 0.061 -0.10
C 0.291 -1.986 0.984 0.17
C -1.350 0.918 0.202 -0.34
C 1.985 -0.671 1.415 0.07
C -1.758 0.997 1.542 -0.03
N 0.985 -1.862 -0.141 -0.45
N 0.864 -1.240 1.973 -0.51
Cl -1.393 2.388 2.409 0.03
Cl 2.655 0.548 2.506 -0.01
H 0.189 0.207 -3.177 0.21
H -1.610 -1.220 -2.353 0.22
H 0.705 2.373 -2.093 0.22
H -2.620 -0.895 -0.235 0.23
H 0.013 2.614 0.142 0.22
H 2.764 -0.661 -0.555 0.22
H -0.556 -2.602 1.197 0.21
H 0.711 -1.300 2.892 0.41
```

- Kohn-Sham gap (spin up / spin down): 7.186 / 7.187 eV
- Spin multiplicity: 1

***

[4]
Here is C10H8F3O6Rb as an isolated structure in a non-equilibrium geometry from OMol25. Energies are from ωB97M-V with the def2-TZVPD basis set.

Geometry as XYZ:
```
28
Properties=species:S:1:pos:R:3:nbo_charge:R:1
Rb -0.987 1.369 -17.803 0.79
C -2.535 8.172 -20.213 0.27
O -3.377 9.155 -20.763 -0.54
O -3.463 7.276 -19.444 -0.92
C -1.717 7.502 -21.331 0.92
F -0.998 6.452 -20.971 -0.34
F -2.386 7.125 -22.439 -0.34
F -0.735 8.337 -21.809 -0.38
C -2.771 10.432 -21.110 -0.08
C -3.866 11.313 -21.707 -0.62
H -3.581 12.365 -21.683 0.19
H -4.040 10.987 -22.732 0.19
H -4.776 11.135 -21.135 0.22
H -1.893 10.439 -21.756 0.17
H -2.580 10.936 -20.163 0.15
H -1.833 8.757 -19.620 0.10
C -8.140 -0.050 -11.900 -0.49
C -9.048 0.626 -12.706 0.38
C -8.842 0.796 -14.158 0.34
O -9.772 1.274 -14.949 -0.71
C -7.755 0.316 -14.784 -0.47
C -6.665 -0.355 -14.015 0.45
C -6.974 -0.659 -12.468 0.40
O -6.206 -1.378 -11.762 -0.70
O -5.564 -0.629 -14.455 -0.67
O -10.026 1.260 -12.103 -0.70
H -8.475 -0.359 -10.921 0.19
H -7.732 0.258 -15.862 0.19
```

- Kohn-Sham gap: 1.551 eV
- Net charge: -2
- Spin multiplicity: 1

***

[5]
Here is one molecule with the formula C10H8FN in a non-equilibrium geometry from OMol25. Energies are from ωB97M-V with the def2-TZVPD basis set.

Geometry as XYZ:
```
20
Properties=species:S:1:pos:R:3:nbo_charge:R:1
C 2.466 -0.915 -1.443 -0.35
C 1.223 -0.532 -1.292 -0.19
C 0.723 0.162 -0.098 -0.06
C 1.538 0.535 0.976 -0.28
C 0.921 1.022 2.074 0.41
F 1.537 1.545 3.139 -0.31
C -0.555 0.985 2.194 -0.28
C -1.368 0.693 1.074 0.02
C -3.010 0.526 1.034 -0.51
C -3.562 1.251 2.129 0.29
N -3.910 1.855 3.022 -0.31
C -0.664 0.232 -0.041 -0.21
H 2.776 -1.526 -2.360 0.21
H 3.111 -0.568 -0.768 0.18
H 0.596 -0.774 -2.079 0.20
H 2.706 0.523 0.952 0.24
H -0.920 1.349 3.210 0.25
H -3.348 -0.469 1.111 0.25
H -3.441 0.848 0.178 0.25
H -1.358 -0.131 -0.812 0.21
```

- Kohn-Sham gap: 9.184 eV
- SMILES: C=Cc1cc(F)cc(CC#N)c1
- Spin multiplicity: 1

***

[6]
Here is one molecule with the formula C10H8N2O3 in a non-equilibrium geometry from OMol25. Energies are from ωB97M-V with the def2-TZVPD basis set.

Geometry as XYZ:
```
23
Properties=species:S:1:pos:R:3:nbo_charge:R:1
O 0.458 3.345 0.727 -0.37
N 1.467 3.459 0.084 0.62
O 1.856 4.497 -0.461 -0.41
N 2.012 2.282 -0.442 -0.50
C 2.010 0.866 0.682 0.49
O 2.770 1.154 1.750 -0.42
C 2.316 0.310 2.740 0.10
C 1.215 -0.365 2.218 -0.28
C 1.020 -0.050 0.877 -0.15
C -0.083 -0.331 -0.039 -0.06
C -0.459 0.632 -1.069 -0.20
C -1.578 0.334 -1.840 -0.20
C -2.486 -0.670 -1.490 -0.20
C -2.086 -1.526 -0.468 -0.20
C -0.899 -1.405 0.183 -0.19
H 2.877 2.428 -0.986 0.41
H 2.829 0.386 3.760 0.23
H 0.725 -1.041 2.878 0.24
H 0.233 1.530 -1.268 0.25
H -1.852 0.979 -2.785 0.22
H -3.340 -0.842 -2.006 0.21
H -2.727 -2.299 -0.149 0.21
H -0.738 -2.247 0.950 0.22
```

- Kohn-Sham gap: 8.837 eV
- SMILES: O=[N+]([O-])Nc1occc1-c1ccccc1
- Spin multiplicity: 1

***

Across the entries above, energy above the lowest of the compared OMol25 structures with the same formula, charge and spin takes the values 3.130; 6.688; 3.313; 5.562; 1.450; 3.074 eV, respectively.
Across the entries above, calculated total energy takes the values -1529.53093; -4958.03670; -1415.60701; -1160.82774; -540.39563; -720.86245 Eh, respectively.